# 1
DFT (wB97M-V/def2-TZVPD) results for a structure of composition C26H49FeN3O2Si at a distorted geometry.

Calculated values
* multiplicity: 6
* energy: -2887.7587 a.u.
* orbital gap (alpha / beta): 6.29 / 7.72 eV
* ⟨S²⟩: 8.76
* LUMO level (alpha / beta): -3.1705 / -3.3260 eV
* relative energy (zero: lowest compared OMol25 entry of this formula, charge and spin): 0.656 eV
* charge: +1

XYZ file:
```
82
Properties=species:S:1:pos:R:3:mulliken_spin:R:1
Fe -0.87647 0.53226 -0.40809 3.34
C -2.14500 0.10477 -3.19885 0.00
C -2.90667 -0.92480 -2.30720 0.01
N -2.53473 -0.89143 -0.81340 0.13
C -3.80240 -0.48638 -0.02658 0.02
C -4.37552 0.90307 -0.22938 -0.01
N -3.31482 1.88290 -0.39902 0.04
C -3.43166 2.41470 -1.73835 -0.01
C -2.13649 2.56034 -2.50655 0.02
N -1.46735 1.20014 -2.48170 0.11
H -2.84555 0.53516 -3.93381 0.00
H -1.38624 -0.44679 -3.78479 -0.01
H -2.79623 -1.97212 -2.62824 0.00
H -3.95485 -0.83275 -2.40877 0.00
H -2.37384 -1.87406 -0.44540 0.00
H -3.57508 -0.62843 1.02501 -0.01
H -4.52023 -1.22925 -0.32323 0.00
H -4.97789 1.12525 0.72098 0.00
H -5.17144 0.95346 -0.99764 0.00
H -3.44464 2.68590 0.19052 0.00
H -3.82277 3.42028 -1.69624 0.00
H -4.10315 1.77600 -2.35547 0.00
H -1.41067 3.24412 -1.98355 0.00
H -2.31653 2.86821 -3.54105 0.00
H -0.62197 1.36691 -3.04839 0.00
C 0.33529 4.38841 0.12642 0.01
C 0.11275 2.92897 0.46650 0.05
O 0.48241 2.01217 -0.33756 0.17
C -0.57934 2.71661 1.71127 -0.01
C -0.97210 3.78937 2.62703 -0.01
C -1.33962 3.59748 3.92681 0.01
C -1.34041 2.27484 4.40058 0.00
C -1.13287 1.19181 3.57815 0.01
C -0.78171 1.32661 2.24913 0.03
O -0.71279 0.22354 1.51861 0.27
H 0.98591 4.42189 -0.75705 0.00
H 0.76457 5.01429 0.96950 0.00
H -0.57987 4.93384 -0.13191 0.00
H -0.95701 4.78732 2.23263 0.00
H -1.73335 4.49522 4.52162 0.00
H -1.44938 2.06583 5.44021 0.00
H -1.22974 0.17194 3.91757 0.00
C 2.09332 -0.82658 2.84926 0.04
C 2.66424 -0.58374 1.43281 0.08
C 2.94266 0.96698 1.34435 0.00
C 4.05431 -1.29620 1.38740 0.03
Si 1.45003 -1.32853 0.01542 0.29
C 0.71154 -3.10696 0.43912 0.15
C 0.13897 -3.63629 -0.91219 0.04
C -0.35959 -2.97791 1.51589 -0.01
C 1.73684 -4.05156 1.01631 0.02
C 2.57269 -1.32396 -1.65430 0.12
C 1.55208 -1.37253 -2.85429 0.09
C 3.23499 0.06703 -1.84793 0.00
C 3.56056 -2.46080 -1.79597 0.02
H 2.61793 -0.14786 3.54158 0.00
H 2.30831 -1.84176 3.21885 0.00
H 1.06289 -0.51335 2.96562 -0.01
H 2.23667 1.45694 2.02344 0.00
H 2.78295 1.40932 0.34490 -0.01
H 3.95175 1.15817 1.65188 0.00
H 4.69587 -0.98859 2.25981 0.00
H 4.55953 -0.99125 0.45359 0.00
H 3.98180 -2.39464 1.40952 -0.01
H -0.59528 -2.94808 -1.34983 -0.01
H -0.44881 -4.53591 -0.72082 0.00
H 0.79792 -3.90657 -1.69845 0.01
H 0.20333 -2.96693 2.47003 0.00
H -1.08531 -3.79542 1.37796 0.00
H -0.85747 -1.96061 1.31937 0.01
H 2.54535 -4.26347 0.30722 -0.01
H 1.28823 -4.98440 1.34295 0.01
H 2.25847 -3.62722 1.86821 0.00
H 1.03568 -0.40439 -2.94742 -0.04
H 0.80781 -2.16667 -2.80682 0.00
H 2.16554 -1.48556 -3.76411 0.00
H 2.50993 0.92488 -1.74713 0.00
H 3.53687 0.23423 -2.87591 0.00
H 4.09145 0.24185 -1.17775 0.00
H 3.36923 -3.37194 -1.23470 0.00
H 4.54506 -2.02985 -1.49186 0.00
H 3.72112 -2.79747 -2.81631 0.00
```

# 2
DFT (wB97M-V/def2-TZVPD) results for an isolated molecule of C9H15NO2 at a distorted geometry.

Calculated values
* energy: -557.0486 a.u.
* orbital gap: 8.62 eV
* LUMO level: 0.7126 eV
* relative energy (zero: lowest compared OMol25 entry of this formula, charge and spin): 3.559 eV

XYZ file:
```
27
Properties=species:S:1:pos:R:3:lowdin_charge:R:1
C -1.83516 -0.55378 -0.02619 -0.20
C -1.78651 0.80822 0.21485 -0.17
C 0.24906 0.05033 0.28131 -0.23
C -2.92460 -1.54382 -0.27228 -0.02
C -2.85677 1.84501 0.27568 -0.01
C 1.79586 -0.51544 -1.32478 -0.03
C 2.43908 -0.85172 1.08406 -0.04
C 2.40745 1.48358 0.21943 -0.01
C 1.74859 0.05152 0.13388 -0.44
N -0.54592 -0.97413 -0.02082 -0.14
O -0.23957 -2.26308 -0.13557 -0.13
O -0.43675 1.12638 0.49343 0.14
H -2.64511 -2.63907 -0.04863 0.10
H -3.84125 -1.15038 0.32538 0.10
H -3.20097 -1.54449 -1.42844 0.12
H -3.35378 2.09534 1.21215 0.08
H -2.35078 2.83249 -0.00153 0.12
H -3.56046 1.54285 -0.42415 0.05
H 2.81496 -0.57692 -1.75161 0.09
H 1.49567 -1.60311 -1.37535 0.10
H 1.26650 0.12090 -1.94272 0.06
H 3.34277 -1.29292 0.75564 0.08
H 2.59384 -0.39940 2.01610 0.07
H 1.79811 -1.70863 1.21912 0.08
H 3.29589 1.47160 -0.31771 0.06
H 1.77966 2.16197 -0.30746 0.06
H 2.55020 2.02671 1.14620 0.09
```